78
Properties=species:S:1:pos:R:3:mulliken_charge:R:1 method="wB97M-V/def2-TZVPD" relative_energy_kcal_mol=24.3 largest_force_ev_per_a=0.2 e_lumo_ev=0.23 homo_lumo_gap_ev=6.25 charge=0 multiplicity=1 molar_mass_g_mol=771.218 homo_ev=-6.02
Sr 0.195 0.242 0.499 1.470
C -2.317 0.175 3.067 -1.601
C -2.334 1.657 2.657 0.504
C -1.105 2.404 3.102 0.372
C -1.201 3.546 3.889 -0.957
C -0.047 4.196 4.289 -0.411
C 1.179 3.683 3.903 -1.008
C 1.188 2.543 3.118 -0.297
N 0.081 1.918 2.715 0.697
N -1.916 -0.747 1.997 1.599
C -1.541 -2.039 2.573 -0.746
C -0.187 -2.004 3.240 -0.047
C 0.018 -2.554 4.497 -0.832
C 1.298 -2.555 5.030 -0.510
C 2.333 -2.006 4.294 -0.909
C 2.039 -1.470 3.050 -0.326
N 0.811 -1.465 2.535 0.840
C -2.993 -0.896 1.015 -1.052
C -2.607 -1.754 -0.168 0.288
C -3.538 -2.572 -0.790 -1.130
C -3.148 -3.295 -1.908 -0.506
C -1.845 -3.185 -2.360 -1.018
C -0.975 -2.352 -1.675 -0.278
N -1.349 -1.655 -0.602 0.906
H -3.310 -0.116 3.444 0.356
H -1.614 0.042 3.892 0.505
H -3.212 2.141 3.084 0.524
H -2.405 1.757 1.570 -0.920
H -2.176 3.915 4.177 0.447
H -0.105 5.090 4.897 0.410
H 2.110 4.151 4.191 0.435
H 2.127 2.113 2.786 0.270
H -1.488 -2.772 1.766 0.430
H -2.299 -2.391 3.288 0.187
H -0.815 -2.974 5.046 0.468
H 1.482 -2.980 6.009 0.406
H 3.347 -1.989 4.667 0.448
H 2.816 -1.029 2.433 0.319
H -3.232 0.099 0.629 0.286
H -3.902 -1.306 1.481 0.417
H -4.548 -2.635 -0.406 0.471
H -3.855 -3.939 -2.416 0.416
H -1.499 -3.729 -3.227 0.486
H 0.057 -2.220 -1.983 0.105
C 2.095 1.813 -3.643 -1.997
C 1.667 0.977 -2.471 -0.040
N 0.593 1.206 -1.827 0.997
N -0.211 2.243 -2.281 -0.990
C -1.221 2.439 -1.466 -0.145
O -1.462 1.830 -0.364 -0.185
C -2.191 3.505 -1.892 0.525
C -3.298 3.778 -1.095 -0.227
C -4.215 4.751 -1.466 -0.772
C -4.033 5.463 -2.642 -0.347
C -2.929 5.197 -3.443 -0.723
C -2.014 4.224 -3.071 -0.369
C 2.544 -0.183 -2.019 1.063
C 2.851 -1.103 -3.185 -1.318
C 3.278 -2.353 -2.903 -0.298
C 3.237 -2.848 -1.565 -1.580
C 2.456 -2.122 -0.687 -0.792
N 1.942 -0.914 -0.910 1.429
H 2.159 2.860 -3.343 0.361
H 1.334 1.765 -4.424 0.351
H 3.048 1.489 -4.053 0.543
H -3.426 3.213 -0.181 0.312
H -5.073 4.953 -0.838 0.396
H -4.746 6.223 -2.935 0.379
H -2.782 5.750 -4.362 0.378
H -1.152 4.004 -3.685 0.435
H 2.746 -0.747 -4.201 0.342
H 3.570 -3.017 -3.710 0.428
H 3.568 -3.845 -1.315 0.392
H 2.135 -2.599 0.241 0.263
I 3.757 1.544 0.247 0.015
C 3.915 0.370 -1.574 -1.387
H 4.580 -0.449 -1.316 0.565
H 4.378 1.030 -2.302 0.480

***

67
Properties=species:S:1:pos:R:3:mulliken_charge:R:1 method="wB97M-V/def2-TZVPD" largest_force_ev_per_a=1.7 e_lumo_ev="-0.74 / -0.80" s2=6.01 homo_lumo_gap_ev="5.60 / 5.87" charge=0 multiplicity=5 molar_mass_g_mol=606.828 homo_ev="-6.33 / -6.67"
Fe -0.222 -0.044 -0.246 0.967
C 4.110 -1.358 0.356 -0.900
C 2.934 -0.737 -0.082 -0.760
N 1.842 -0.677 0.652 0.932
C 1.848 -1.250 1.870 -0.481
C 2.993 -1.848 2.420 1.267
C 4.147 -1.894 1.617 -0.945
C 2.939 -2.401 3.736 -0.875
C 1.796 -2.363 4.460 -0.877
C 0.598 -1.814 3.907 1.054
C -0.628 -1.811 4.592 -0.838
C -1.746 -1.312 3.966 -0.875
C -1.624 -0.816 2.665 -0.711
N -0.482 -0.780 2.010 0.514
C 0.618 -1.270 2.610 -0.119
H 4.967 -1.394 -0.301 0.484
H 2.871 -0.278 -1.063 0.489
H 5.042 -2.369 2.000 0.424
H 3.830 -2.862 4.142 0.415
H 1.760 -2.764 5.465 0.422
H -0.681 -2.204 5.599 0.436
H -2.707 -1.300 4.459 0.462
H -2.487 -0.425 2.137 0.430
C -4.369 0.456 -0.831 -1.423
C -3.326 1.130 -1.650 -0.015
N -2.027 0.977 -1.521 0.430
C -1.437 1.794 -2.447 0.054
C -2.407 2.460 -3.151 0.105
N -3.595 2.022 -2.629 -0.061
C -2.432 3.478 -4.231 0.505
O -1.273 3.887 -4.669 -0.589
O -3.503 3.879 -4.636 -0.658
C 0.053 1.908 -2.543 0.571
O 0.521 2.729 -3.357 -0.880
O 0.727 1.180 -1.763 -0.432
H -4.646 1.075 0.025 0.251
H -3.982 -0.489 -0.455 0.221
H -5.265 0.276 -1.422 0.468
H -4.485 2.338 -2.981 0.235
H -0.508 3.432 -4.163 0.420
C -1.090 3.811 0.185 -1.434
P -0.598 2.254 1.034 1.371
C -1.113 2.687 2.754 -1.403
C 1.214 2.550 1.188 -1.397
H -0.806 4.680 0.780 0.475
H -2.170 3.827 0.027 0.318
H -0.597 3.864 -0.785 0.384
H -0.585 3.581 3.087 0.446
H -0.896 1.859 3.430 0.299
H -2.187 2.880 2.775 0.389
H 1.430 3.590 1.436 0.576
H 1.691 2.290 0.243 0.182
H 1.612 1.893 1.964 0.272
Cl 0.627 -4.096 0.151 -0.241
C 1.110 -3.360 -1.355 0.631
C 2.290 -3.788 -1.935 -0.529
C 2.694 -3.265 -3.152 -0.554
C 1.879 -2.333 -3.789 -0.845
C 0.703 -1.915 -3.206 -0.126
C 0.268 -2.389 -1.944 0.924
C -0.952 -1.919 -1.351 -2.566
H 2.885 -4.542 -1.435 0.447
H 3.623 -3.590 -3.603 0.389
H 2.172 -1.941 -4.755 0.401
H 0.081 -1.183 -3.708 0.371
H -1.374 -2.504 -0.541 0.587
H -1.674 -1.500 -2.042 0.515

***

27
Properties=species:S:1:pos:R:3:mulliken_charge:R:1 method="wB97M-V/def2-TZVPD" largest_force_ev_per_a=3.1 smiles="ClC1=CC[C@](Cl)(O[C@@]2(Cl)CC=C(Cl)C(Cl)=C2Cl)C(Cl)=C1Cl" e_lumo_ev=-0.45 homo_lumo_gap_ev=8.39 charge=0 multiplicity=1 molar_mass_g_mol=449.803 homo_ev=-8.84
Cl -0.738 -0.817 5.008 -0.186
Cl 5.331 -2.215 -1.369 -0.180
Cl 1.117 1.785 4.234 -0.161
Cl 3.078 -4.409 -1.077 -0.165
Cl 1.320 2.600 1.262 -0.166
Cl 0.097 -3.676 -0.550 -0.167
Cl -0.911 1.686 -0.720 -0.046
Cl -0.672 -1.024 -1.957 -0.094
O 0.486 -0.543 0.367 -0.131
C -0.726 -0.159 3.403 0.435
C 3.650 -1.742 -1.288 0.122
C 0.151 0.943 3.042 0.108
C 2.606 -2.747 -1.026 0.254
C -1.635 -0.678 2.496 -0.740
C 3.282 -0.441 -1.526 -0.661
C 0.246 1.337 1.720 -0.013
C 1.269 -2.400 -0.869 -0.493
C -1.730 -0.058 1.130 -0.762
C 1.806 -0.019 -1.621 -0.570
C -0.433 0.542 0.618 0.348
C 0.793 -0.959 -0.962 1.051
H -2.322 -1.480 2.766 0.414
H 4.039 0.318 -1.755 0.411
H -2.476 0.709 1.092 0.479
H -2.019 -0.865 0.430 0.276
H 1.497 0.140 -2.661 0.425
H 1.762 0.968 -1.134 0.214

***

13
Properties=species:S:1:pos:R:3:mulliken_charge:R:1 method="wB97M-V/def2-TZVPD" relative_energy_kcal_mol=124.9 largest_force_ev_per_a=0.8 e_lumo_ev="0.35 / 0.35" homo_lumo_gap_ev="6.49 / 6.49" charge=0 multiplicity=1 molar_mass_g_mol=85.106 homo_ev="-6.15 / -6.14"
N 1.476 0.408 0.614 -0.365
C 1.003 -0.207 -0.747 0.280
O 1.566 0.028 -1.766 -0.466
C -0.426 -0.629 -0.209 0.134
C -1.715 -0.290 -0.772 -1.037
C -0.318 0.314 0.927 -0.450
H 2.106 -0.215 1.115 0.278
H 1.912 1.322 0.521 0.268
H -0.360 -1.674 0.117 0.264
H -1.800 0.687 -1.247 0.247
H -2.328 -1.074 -1.208 0.286
H -0.505 -0.006 1.950 0.258
H -0.611 1.336 0.705 0.302